No. 1
{"formula": "C10H16", "method": "ωB97M-V/def2-TZVPD", "gap_ev": [9.51, 5.61], "relative_energy_kj_mol": 48.0, "e_homo_ev": [-13.9241, -13.9238], "spin_multiplicity": 2, "s_squared": 0.77, "total_charge": 1, "elements": ["C", "C", "C", "C", "C", "C", "C", "H", "H", "H", "H", "H", "H", "H", "H", "C", "C", "C", "H", "H", "H", "H", "H", "H", "H", "H"], "coordinates": [[-2.310, -2.639, -0.275], [-0.670, 0.499, -1.560], [-1.487, -0.319, -0.815], [-0.106, 0.022, -2.740], [-1.729, -1.660, -1.235], [-0.258, -1.336, -3.109], [-1.108, -2.145, -2.415], [-0.491, 1.528, -1.281], [-1.947, 0.097, 0.070], [0.417, 0.722, -3.374], [0.140, -1.672, -4.059], [-3.308, -2.968, -0.587], [-2.547, -2.218, 0.708], [-1.316, -3.169, -2.697], [-1.469, -3.317, -0.086], [1.615, 1.498, 1.609], [2.914, 2.124, 2.104], [0.409, 1.440, 2.525], [1.333, 2.054, 0.701], [1.823, 0.472, 1.278], [3.038, 1.974, 3.183], [2.973, 3.196, 1.926], [-0.122, 2.379, 2.653], [-0.347, 0.704, 2.258], [3.796, 1.625, 1.702], [0.758, 1.108, 3.514]], "mulliken_charge": [-1.329, -0.415, -0.282, -0.251, 0.794, -0.472, -0.317, 0.449, 0.408, 0.407, 0.394, 0.372, 0.410, 0.451, 0.361, 0.128, -1.148, -1.064, 0.068, 0.239, 0.297, 0.305, 0.307, 0.222, 0.322, 0.343]}

No. 2
{"formula": "C10H16", "method": "ωB97M-V/def2-TZVPD", "gap_ev": [10.05, 6.19], "relative_energy_kj_mol": 42.7, "e_homo_ev": [-14.3654, -14.3649], "spin_multiplicity": 2, "s_squared": 0.77, "total_charge": 1, "elements": ["C", "C", "H", "H", "H", "H", "H", "H", "C", "C", "C", "C", "C", "C", "C", "C", "H", "H", "H", "H", "H", "H", "H", "H", "H", "H"], "coordinates": [[-3.309, -3.056, -0.888], [-2.061, -3.711, -0.296], [-4.025, -2.587, -0.280], [-2.923, -2.355, -1.623], [-3.914, -3.799, -1.415], [-1.213, -3.019, -0.299], [-1.755, -4.593, -0.856], [-2.091, -3.977, 0.758], [2.797, 0.955, -0.064], [3.097, 0.425, -1.491], [1.348, 1.053, 0.218], [0.421, 0.053, -0.145], [0.876, 2.188, 0.987], [-0.885, 0.282, 0.140], [-0.427, 2.291, 1.397], [-1.350, 1.361, 0.973], [3.284, 0.291, 0.657], [3.250, 1.939, 0.062], [4.012, 0.926, -1.813], [0.841, -0.753, -0.732], [1.545, 2.978, 1.273], [-1.589, -0.421, -0.295], [-0.666, 3.035, 2.145], [-2.411, 1.395, 1.187], [2.317, 0.691, -2.194], [3.382, -0.622, -1.539]], "mulliken_charge": [-0.900, -0.512, 0.317, 0.236, 0.322, -0.031, 0.304, 0.288, -0.319, -1.346, 0.595, -0.271, -0.496, -0.130, -0.509, -0.478, 0.339, 0.370, 0.379, 0.500, 0.356, 0.351, 0.406, 0.443, 0.438, 0.349]}

No. 3
{"formula": "C10H16AlO7", "method": "ωB97M-V/def2-TZVPD", "gap_ev": 1.65, "relative_energy_kj_mol": 582.1, "e_homo_ev": -11.0440, "total_charge": 1, "elements": ["Al", "C", "C", "O", "O", "H", "H", "H", "O", "H", "O", "C", "O", "C", "C", "C", "H", "H", "H", "H", "H", "H", "O", "C", "O", "C", "C", "C", "H", "H", "H", "H", "H", "H"], "coordinates": [[-0.534, -3.757, -0.454], [0.503, -10.320, -5.052], [0.391, -9.104, -4.201], [-0.707, -8.549, -3.978], [1.368, -8.586, -3.699], [1.373, -10.258, -5.706], [-0.345, -10.405, -5.732], [0.443, -11.228, -4.452], [4.028, -3.331, 1.810], [4.440, -3.029, 2.643], [1.455, 1.070, 3.731], [2.103, 1.472, 4.697], [2.602, 2.779, 4.626], [3.369, 3.051, 5.809], [3.609, 1.766, 6.557], [2.538, 0.762, 5.975], [2.834, 3.779, 6.419], [4.292, 3.603, 5.636], [3.344, 1.854, 7.610], [4.638, 1.435, 6.414], [1.700, 0.633, 6.659], [2.838, -0.254, 5.716], [-2.990, 2.352, -2.618], [-3.413, 3.473, -2.933], [-3.060, 4.530, -2.288], [-3.652, 5.756, -2.714], [-3.901, 5.355, -4.096], [-4.364, 3.973, -4.034], [-2.931, 6.537, -2.476], [-4.544, 5.939, -2.114], [-3.042, 5.438, -4.762], [-4.581, 6.059, -4.575], [-4.466, 3.282, -4.871], [-5.338, 3.925, -3.547]], "mulliken_charge": [0.998, -0.809, 0.781, -0.403, -0.364, 0.303, 0.315, 0.257, -0.407, 0.329, -0.603, 0.509, -0.340, -0.383, -0.426, -0.361, 0.235, 0.316, 0.265, 0.289, 0.242, 0.257, -0.656, 0.604, -0.318, -0.320, -0.512, -0.441, 0.265, 0.248, 0.253, 0.336, 0.318, 0.224]}

No. 4
{"formula": "C10H16AuClPrTe", "method": "ωB97M-V/def2-TZVPD", "gap_ev": [6.25, 4.67], "e_homo_ev": [-3.7786, -4.2486], "spin_multiplicity": 5, "s_squared": 6.02, "total_charge": -1, "elements": ["Pr", "Cl", "C", "H", "H", "H", "Au", "C", "C", "C", "H", "H", "H", "H", "H", "H", "H", "H", "Te", "C", "C", "C", "C", "C", "C", "H", "H", "H", "H", "H"], "coordinates": [[0.005, -0.826, -1.257], [2.302, -1.135, -0.198], [0.213, 1.532, -0.826], [-0.806, 1.604, -0.406], [0.301, 2.011, -1.821], [0.918, 1.944, -0.085], [1.201, -2.212, -3.720], [2.298, -0.406, -3.830], [0.253, -3.501, -2.246], [-0.831, -1.276, -3.807], [-0.651, -3.180, -1.682], [-0.062, -4.371, -2.821], [1.082, -3.737, -1.557], [1.680, 0.478, -3.595], [3.141, -0.503, -3.124], [2.650, -0.285, -4.861], [-0.877, -0.658, -4.740], [-1.581, -2.087, -3.978], [-1.722, -0.927, 1.333], [-1.117, 0.512, 2.718], [-1.633, 1.838, 2.611], [-1.407, 2.741, 3.658], [-0.707, 2.364, 4.808], [-0.146, 1.081, 4.881], [-0.318, 0.157, 3.843], [-2.224, 2.112, 1.744], [-1.806, 3.753, 3.606], [-0.645, 3.034, 5.660], [0.405, 0.790, 5.769], [0.083, -0.848, 3.922]], "mulliken_charge": [0.706, -0.484, -0.984, 0.142, 0.329, 0.237, 0.416, -1.082, -1.294, -1.039, 0.316, 0.384, 0.359, 0.252, 0.327, 0.369, 0.289, 0.272, -0.135, 0.047, -0.402, -0.408, -0.436, -0.321, -0.486, 0.307, 0.304, 0.353, 0.320, 0.343]}

No. 5
{"formula": "C10H16Br2FNO2", "method": "ωB97M-V/def2-TZVPD", "gap_ev": 10.15, "smiles": "C[C@H](Br)[C@H](Br)[C@@H]1[C@H](F)OC(=O)[C@@H]1CCCN", "e_homo_ev": -9.6863, "elements": ["C", "C", "Br", "C", "Br", "C", "C", "F", "O", "C", "O", "C", "C", "C", "C", "N", "H", "H", "H", "H", "H", "H", "H", "H", "H", "H", "H", "H", "H", "H", "H", "H"], "coordinates": [[-2.450, 0.214, 2.386], [-1.542, -0.678, 1.547], [0.122, -0.970, 2.538], [-1.189, -0.104, 0.170], [-2.884, 0.455, -0.700], [-0.440, -0.946, -0.901], [-0.728, -2.445, -0.857], [-1.971, -2.784, -0.416], [0.208, -3.002, 0.066], [1.330, -2.205, 0.090], [2.279, -2.488, 0.730], [1.109, -1.052, -0.861], [2.072, 0.138, -0.796], [1.803, 1.302, 0.167], [1.094, 2.549, -0.441], [0.485, 2.331, -1.758], [-3.488, 0.095, 2.063], [-2.381, -0.055, 3.442], [-2.172, 1.268, 2.279], [-1.967, -1.672, 1.431], [-0.676, 0.845, 0.324], [-0.734, -0.552, -1.875], [-0.585, -2.917, -1.837], [1.348, -1.540, -1.826], [2.144, 0.549, -1.809], [3.048, -0.304, -0.561], [1.257, 0.949, 1.046], [2.772, 1.635, 0.554], [1.846, 3.333, -0.582], [0.382, 2.947, 0.301], [-0.424, 1.887, -1.685], [0.332, 3.215, -2.230]], "mulliken_charge": [-1.422, 0.304, -0.119, -0.539, -0.055, 0.221, -0.138, -0.319, -0.322, 0.158, -0.541, 0.111, -0.954, -0.547, -0.731, -0.523, 0.410, 0.425, 0.309, 0.480, -0.026, 0.618, 0.367, 0.230, 0.545, 0.400, 0.104, 0.445, 0.488, 0.240, 0.118, 0.267]}

No. 6
{"formula": "C10H16BrCl3IrO", "method": "ωB97M-V/def2-TZVPD", "gap_ev": [3.98, 4.16], "e_homo_ev": [1.4449, -0.9070], "spin_multiplicity": 6, "s_squared": 8.78, "total_charge": -2, "elements": ["C", "C", "C", "C", "C", "C", "C", "C", "C", "C", "Ir", "Cl", "Cl", "Cl", "H", "H", "H", "H", "H", "H", "H", "H", "H", "H", "H", "H", "H", "H", "H", "O", "H", "Br"], "coordinates": [[0.538, 0.446, -0.998], [-0.366, 1.442, -0.568], [-1.320, 0.866, 0.312], [-0.310, 2.904, -0.872], [-1.085, -0.558, 0.389], [0.148, -0.832, -0.395], [0.465, -2.148, -0.990], [1.660, 0.611, -1.945], [-2.400, 1.598, 1.017], [-2.156, -1.547, 0.660], [0.624, -0.464, 1.563], [1.581, 1.435, 1.778], [2.709, -1.179, 2.385], [-0.509, -0.057, 3.557], [0.299, 3.120, -1.761], [0.134, 3.449, -0.018], [-1.323, 3.311, -1.036], [-1.975, 2.302, 1.749], [-3.046, 0.896, 1.548], [-3.026, 2.178, 0.325], [-2.740, -1.238, 1.529], [-1.728, -2.529, 0.867], [-2.832, -1.634, -0.198], [0.196, -2.913, -0.263], [1.538, -2.201, -1.177], [-0.083, -2.284, -1.928], [2.247, 1.502, -1.693], [1.289, 0.727, -2.974], [2.332, -0.249, -1.910], [4.551, -2.089, -1.078], [4.322, -1.951, -0.119], [0.267, -2.912, 2.243]], "mulliken_charge": [0.797, 0.122, 1.046, -1.539, 0.656, 0.668, -1.629, -1.859, -1.905, -1.796, 1.238, -0.557, -0.596, -0.577, 0.427, 0.200, 0.348, 0.268, 0.311, 0.397, 0.410, 0.244, 0.247, 0.241, 0.370, 0.254, 0.363, 0.274, 0.310, -0.403, 0.361, -0.691]}